(1)
93
Properties=species:S:1:pos:R:3 method="wB97M-V/def2-TZVPD" homo_lumo_gap_ev="4.603 / 2.653" total_charge=+4 e_tot_ha=-2164.4351 e_homo_ev="-16.996 / -16.990" e_lumo_ha="-0.45543 / -0.52688" spin_multiplicity=2
Na 0.200 4.414 -1.284
Na -2.295 1.337 4.221
Na -3.385 2.282 0.467
Sr 3.100 4.403 1.273
Be -0.568 4.220 1.907
O -1.328 1.807 1.995
C -0.156 1.049 1.535
C 0.718 1.502 0.274
O 1.329 2.795 0.440
H -0.551 0.073 1.253
H 0.356 0.761 2.453
H -0.005 1.555 -0.540
H 1.563 0.850 0.053
C -0.258 0.522 -3.966
C -0.022 2.081 -3.997
C -1.285 2.835 -3.320
O -2.577 2.674 -4.013
C -3.572 3.269 -3.362
N 1.201 2.382 -3.356
H 0.511 0.010 -4.544
H -1.190 0.490 -4.532
H -0.317 0.016 -3.003
H 0.188 2.418 -5.012
H -1.141 3.915 -3.279
H -1.346 2.341 -2.350
H -3.719 2.993 -2.318
H -4.350 2.879 -4.018
H -3.593 4.355 -3.456
H 1.953 1.990 -3.904
H 1.164 1.947 -2.445
C -4.283 -0.940 0.528
C -3.553 -0.686 -0.837
C -3.716 -1.951 -1.822
O -2.904 -1.785 -2.941
C -3.023 -2.795 -3.949
N -3.990 0.617 -1.454
H -3.867 -0.634 1.488
H -4.367 -2.016 0.679
H -5.368 -0.852 0.572
H -2.508 -0.551 -0.555
H -4.737 -1.969 -2.203
H -3.460 -2.867 -1.288
H -4.063 -2.992 -4.211
H -2.514 -3.740 -3.759
H -2.474 -2.400 -4.803
H -3.412 0.770 -2.268
H -4.929 0.344 -1.709
C 5.506 2.177 -2.045
C 4.615 2.401 -0.837
C 5.005 1.591 0.427
O 4.308 2.040 1.579
C 4.701 1.295 2.728
N 4.835 3.875 -0.653
H 6.586 2.249 -1.919
H 5.173 2.743 -2.915
H 5.295 1.135 -2.283
H 3.538 2.298 -0.964
H 6.041 1.903 0.560
H 5.118 0.520 0.259
H 5.770 1.105 2.817
H 4.267 0.298 2.806
H 4.339 1.753 3.648
H 4.844 4.254 -1.589
H 5.741 3.793 -0.214
C -0.009 -2.688 5.575
C -1.326 -2.059 5.271
C -2.446 -2.408 6.285
O -2.937 -3.649 5.933
C -3.939 -3.536 4.903
N -1.264 -0.612 5.180
H 0.045 -2.565 6.656
H 0.825 -2.192 5.078
H -0.153 -3.715 5.241
H -1.668 -2.249 4.253
H -3.192 -1.637 6.480
H -2.026 -2.554 7.280
H -3.793 -2.561 4.439
H -4.968 -3.530 5.263
H -3.741 -4.190 4.054
H -0.754 -0.301 4.366
H -0.677 -0.339 5.955
C 3.072 -1.734 -0.750
O 4.250 -1.715 -0.592
N 2.538 -2.679 -1.501
C 3.227 -3.909 -1.938
C 1.104 -2.620 -1.756
H 2.381 -1.057 -0.224
H 3.065 -4.689 -1.194
H 4.310 -3.787 -1.946
H 2.795 -4.420 -2.799
H 0.607 -1.951 -1.054
H 0.908 -2.198 -2.742
H 0.628 -3.601 -1.762

(2)
5
Properties=species:S:1:pos:R:3 method="wB97M-V/def2-TZVPD" homo_lumo_gap_ev="5.210 / 5.200" e_above_lowest_ev=1.355 e_tot_ha=-695.4759 e_homo_ev="-6.463 / -6.494" e_lumo_ha="-0.04606 / -0.04754" spin_multiplicity=2
Ag -2.227 0.451 0.621
Li 0.538 -2.547 -0.078
P 0.747 -0.120 -0.736
F -0.877 1.786 -0.261
F 1.820 0.429 0.454